C36H53AsBrINO4P2RuS4 | ωB97M-V with the def2-TZVPD basis set

net charge = -2
spin multiplicity = 2
HOMO-LUMO gap (alpha / beta) = 0.209 / 0.208 Ha
LUMO level (alpha / beta) = 3.870 / 3.870 eV
relative energy (zero: lowest compared OMol25 entry of this formula, charge and spin) = 54.2 kJ/mol
HOMO level (alpha / beta) = -0.0666 / -0.0659 Ha

Atoms and positions in Å:
Ru1 -0.18 -0.22 -0.03
C1 2.48 2.46 0.99
C2 3.00 1.05 1.25
C3 3.93 1.11 2.46
P1 1.61 -0.18 1.41
C4 2.55 -1.69 1.92
C5 3.68 -1.94 0.91
C6 1.70 -2.94 2.03
C7 0.73 0.52 2.84
C8 1.22 0.53 4.14
C9 0.62 1.26 5.15
C10 1.21 1.32 6.54
C11 -0.54 1.96 4.83
C12 -1.08 1.93 3.56
C13 -0.44 1.24 2.52
N1 -0.92 1.24 1.21
C14 -2.05 2.08 0.94
C15 -1.85 3.47 0.83
C16 -0.48 4.07 0.98
C17 -2.91 4.32 0.56
C18 -4.20 3.84 0.36
C19 -5.34 4.76 0.01
C20 -4.38 2.47 0.46
C21 -3.35 1.58 0.75
C22 -3.70 0.13 0.86
H1 3.31 3.13 0.80
H2 1.93 2.83 1.86
H3 1.82 2.48 0.13
H4 3.55 0.72 0.37
H5 3.42 1.51 3.33
H6 4.77 1.77 2.22
H7 4.35 0.14 2.73
H8 2.96 -1.46 2.91
H9 3.31 -1.98 -0.11
H10 4.13 -2.91 1.13
H11 4.47 -1.18 0.95
H12 1.28 -3.19 1.05
H13 0.88 -2.83 2.73
H14 2.33 -3.77 2.35
H15 2.11 -0.06 4.37
H16 2.06 0.64 6.63
H17 0.47 1.03 7.30
H18 1.56 2.32 6.79
H19 -1.06 2.52 5.61
H20 -2.02 2.43 3.37
H21 0.21 3.59 0.29
H22 -0.08 3.93 1.99
H23 -0.51 5.14 0.76
H24 -2.72 5.39 0.47
H25 -5.06 5.80 0.17
H26 -6.22 4.54 0.62
H27 -5.62 4.64 -1.04
H28 -5.38 2.06 0.31
H29 -4.66 -0.06 0.38
H30 -3.77 -0.16 1.91
H31 -2.95 -0.52 0.41
S1 0.70 -0.91 -4.65
As1 1.55 -1.22 -2.74
S2 1.60 0.67 -1.56
S3 0.22 -2.22 -1.29
S4 3.45 -2.17 -2.80
Br1 -4.54 2.60 -3.20
C23 -2.75 3.07 -3.60
C24 -2.52 4.29 -4.22
C25 -1.22 4.67 -4.53
C26 -0.16 3.82 -4.25
C27 -0.38 2.59 -3.64
C28 -1.68 2.22 -3.32
I1 -1.91 0.48 -2.20
H32 -3.36 4.94 -4.45
H33 -1.05 5.62 -5.00
H34 0.85 4.11 -4.51
H35 0.43 1.92 -3.42
C29 -4.20 -4.83 1.67
C30 -2.99 -3.96 1.36
C31 -1.70 -4.77 1.50
C32 -3.10 -3.38 -0.04
O1 -3.06 -2.89 2.34
P2 -1.88 -1.88 2.77
O2 -2.52 -0.82 3.57
O3 -1.02 -1.60 1.57
O4 -0.94 -2.80 3.72
C33 -1.20 -3.10 5.10
C34 -0.85 -1.89 5.97
C35 -0.27 -4.26 5.42
C36 -2.66 -3.51 5.33
H36 -4.26 -5.66 0.96
H37 -5.11 -4.23 1.61
H38 -4.13 -5.23 2.68
H39 -1.71 -5.58 0.76
H40 -1.63 -5.20 2.50
H41 -0.83 -4.14 1.33
H42 -3.17 -4.18 -0.78
H43 -2.22 -2.77 -0.28
H44 -3.99 -2.74 -0.11
H45 0.20 -1.65 5.85
H46 -1.06 -2.11 7.02
H47 -1.44 -1.03 5.65
H48 0.76 -3.98 5.20
H49 -0.52 -5.13 4.80
H50 -0.35 -4.54 6.47
H51 -3.32 -2.71 5.03
H52 -2.81 -3.73 6.39
H53 -2.90 -4.40 4.74

---

C5H13N | ωB97M-V with the def2-TZVPD basis set

net charge = 0
HOMO-LUMO gap = 0.390 Ha
LUMO level = 1.176 eV
structure (SMILES) = CCC(N)CC
relative energy (zero: lowest compared OMol25 entry of this formula, charge and spin) = 119.5 kJ/mol
HOMO level = -0.3466 Ha

Atoms and positions in Å:
C1 2.23 -0.81 -0.16
C2 0.78 -0.75 0.38
C3 0.01 0.34 -0.26
N1 0.79 1.57 -0.08
C4 -1.41 0.43 0.19
C5 -2.34 -0.75 -0.13
H1 2.18 -0.86 -1.26
H2 2.87 -1.67 0.20
H3 2.72 0.17 -0.10
H4 0.27 -1.75 0.28
H5 0.83 -0.58 1.50
H6 -0.03 0.27 -1.36
H7 -0.08 2.34 -0.04
H8 1.22 1.57 0.99
H9 -1.45 0.50 1.25
H10 -1.86 1.34 -0.26
H11 -2.15 -1.76 0.31
H12 -3.35 -0.44 0.13
H13 -2.35 -0.92 -1.18

---

C35H35NO4 | ωB97M-V with the def2-TZVPD basis set

net charge = 0
HOMO-LUMO gap = 0.102 Ha
LUMO level = -2.369 eV
HOMO level = -0.1892 Ha

Atoms and positions in Å:
C1 5.09 3.95 1.36
O1 4.97 2.59 1.78
C2 3.78 1.94 1.67
C3 3.76 0.56 2.03
C4 2.58 -0.14 2.13
C5 1.34 0.50 1.81
C6 0.08 -0.17 1.91
C7 -1.13 0.61 2.08
C8 -2.36 0.20 1.48
C9 -3.44 1.07 1.44
C10 -3.32 2.35 2.03
O2 -4.48 3.07 2.02
C11 -5.50 2.25 1.31
C12 -4.81 0.95 0.87
C13 -2.18 2.72 2.78
C14 -1.13 1.84 2.85
C15 1.39 1.84 1.33
C16 2.57 2.56 1.27
H1 6.13 4.20 1.54
H2 4.87 4.07 0.30
H3 4.45 4.62 1.94
H4 4.74 0.13 2.24
H5 2.60 -1.17 2.49
H6 0.04 -1.16 1.49
H7 -2.39 -0.74 0.93
H8 -6.32 2.08 2.02
H9 -5.90 2.83 0.46
H10 -4.78 0.86 -0.22
H11 -5.34 0.09 1.29
H12 -2.19 3.70 3.25
H13 -0.25 2.12 3.43
H14 0.48 2.34 0.99
H15 2.55 3.59 0.92
C17 2.97 -5.89 8.34
C18 2.92 -4.46 7.85
C19 1.96 -3.79 8.82
C20 4.32 -3.87 7.84
O3 2.50 -4.31 6.41
C21 1.40 -4.92 5.96
C22 0.93 -4.52 4.57
N1 0.24 -5.43 4.01
C23 -0.94 -5.62 3.42
C24 -1.63 -6.87 3.60
C25 -2.71 -7.23 2.78
C26 -3.42 -8.41 2.99
C27 -3.01 -9.29 4.01
C28 -1.92 -8.95 4.82
C29 -1.23 -7.75 4.62
C30 -1.59 -4.46 2.89
C31 -2.98 -4.14 2.98
C32 -3.32 -2.87 3.46
C33 -2.30 -1.94 3.75
C34 -0.95 -2.25 3.50
C35 -0.69 -3.37 2.71
O4 0.78 -5.78 6.59
H16 3.68 -6.51 7.78
H17 3.26 -5.92 9.41
H18 1.96 -6.31 8.25
H19 1.78 -2.73 8.63
H20 1.01 -4.34 8.80
H21 2.37 -3.88 9.84
H22 4.34 -2.85 7.43
H23 4.80 -3.82 8.84
H24 4.98 -4.48 7.21
H25 1.31 -3.59 4.14
H26 -2.99 -6.57 1.95
H27 -4.27 -8.65 2.36
H28 -3.53 -10.24 4.14
H29 -1.58 -9.63 5.61
H30 -0.40 -7.45 5.28
H31 -3.77 -4.86 2.70
H32 -4.36 -2.59 3.63
H33 -2.55 -0.92 4.06
H34 -0.16 -1.62 3.94
H35 0.19 -3.49 2.05

---

C2H10N3O | ωB97M-V with the def2-TZVPD basis set

net charge = +1
HOMO-LUMO gap = 0.291 Ha
LUMO level = -3.129 eV
relative energy (zero: lowest compared OMol25 entry of this formula, charge and spin) = 481.4 kJ/mol
HOMO level = -0.4057 Ha

Atoms and positions in Å:
C1 -0.80 -0.22 0.59
C2 1.58 -0.28 -0.28
N1 -1.03 1.15 0.64
N2 1.91 1.00 -0.44
N3 -1.57 -1.11 -0.65
O1 2.05 -0.97 0.68
H1 -1.14 -0.62 1.60
H2 0.92 -0.76 -0.90
H3 -0.73 1.67 -0.18
H4 -1.90 1.55 1.14
H5 2.13 1.56 0.28
H6 1.56 1.49 -1.27
H7 -1.46 -2.09 -0.47
H8 -2.63 -0.93 -0.66
H9 -1.28 -0.91 -1.54
H10 2.38 -0.53 1.49

---

C51H31Cl5KN9 | ωB97M-V with the def2-TZVPD basis set

net charge = -2
HOMO-LUMO gap (alpha / beta) = 0.191 / 0.191 Ha
LUMO level (alpha / beta) = 3.690 / 3.690 eV
relative energy (zero: lowest compared OMol25 entry of this formula, charge and spin) = 296.1 kJ/mol
HOMO level (alpha / beta) = -0.0554 / -0.0554 Ha

Atoms and positions in Å:
K1 -4.31 -4.39 22.24
C1 -1.58 -11.55 22.37
C2 -1.79 -10.52 21.43
C3 -2.05 -9.23 21.87
C4 -2.27 -8.93 23.24
C5 -2.17 -9.99 24.13
C6 -1.79 -11.25 23.73
C7 -2.51 -7.47 23.64
C8 -3.53 -7.00 24.40
C9 -4.46 -7.97 25.08
C10 -5.38 -7.25 25.74
C11 -5.01 -5.79 25.51
N1 -3.96 -5.79 24.63
C12 -5.79 -4.68 25.89
C13 -5.69 -3.31 25.53
C14 -6.46 -2.28 26.16
C15 -6.11 -1.12 25.47
C16 -5.13 -1.56 24.51
C17 -4.30 -0.75 23.79
C18 -4.64 0.65 23.60
C19 -3.90 1.72 24.01
C20 -4.40 3.01 23.79
C21 -5.64 3.29 23.30
C22 -6.49 2.28 22.94
C23 -5.96 0.96 23.12
C24 -3.19 -1.14 22.92
N2 -2.73 -2.43 22.91
C25 -1.63 -2.37 21.99
C26 -0.67 -3.34 21.81
C27 0.55 -3.07 21.03
C28 1.24 -1.90 21.33
C29 2.45 -1.57 20.76
C30 2.97 -2.43 19.79
C31 2.20 -3.50 19.32
C32 0.95 -3.79 19.93
C33 -0.73 -4.66 22.29
C34 0.29 -5.63 22.16
C35 -0.15 -6.78 22.68
C36 -1.54 -6.53 23.07
N3 -1.76 -5.21 22.85
C37 -1.50 -1.01 21.50
C38 -2.52 -0.30 22.06
N4 -4.96 -2.89 24.54
C39 -6.98 -4.94 26.79
C40 -8.33 -5.01 26.27
C41 -9.38 -5.10 27.15
C42 -9.14 -5.17 28.48
C43 -7.88 -5.30 29.01
C44 -6.79 -5.23 28.17
H1 -1.03 -12.40 22.00
H2 -1.79 -10.63 20.39
H3 -2.21 -8.35 21.21
H4 -2.31 -9.76 25.16
H5 -1.66 -12.02 24.48
H6 -4.51 -9.05 25.04
H7 -6.22 -7.60 26.29
H8 -7.15 -2.29 26.98
H9 -6.58 -0.08 25.66
H10 -2.94 1.55 24.47
H11 -3.77 3.88 23.80
H12 -5.83 4.39 23.20
H13 -7.56 2.46 22.63
H14 -6.58 0.19 22.72
H15 1.12 -1.33 22.30
H16 3.03 -0.75 21.03
H17 3.98 -2.28 19.33
H18 2.49 -4.01 18.35
H19 0.40 -4.65 19.58
H20 1.22 -5.61 21.55
H21 0.35 -7.73 22.58
H22 -0.83 -0.58 20.80
H23 -2.81 0.73 21.99
H24 -8.55 -4.96 25.22
H25 -10.41 -5.24 26.81
H26 -9.94 -5.14 29.16
H27 -7.73 -5.34 30.08
H28 -5.82 -5.23 28.60
N5 1.87 -4.94 25.50
N6 1.12 -3.86 25.21
N7 -0.17 -3.90 25.10
C45 -0.44 -2.55 25.05
N8 0.66 -1.86 25.24
N9 1.68 -2.68 25.37
H29 2.39 -5.08 24.61
H30 1.16 -5.74 25.41
H31 -1.40 -2.14 24.92
Cl1 -3.83 -3.23 18.89
C46 -5.44 -3.89 18.48
C47 -6.09 -4.44 19.57
C48 -7.31 -4.96 19.25
Cl2 -8.27 -5.94 20.43
C49 -7.85 -4.99 17.94
Cl3 -9.37 -5.76 17.72
C50 -7.15 -4.42 16.88
Cl4 -7.82 -4.30 15.31
C51 -5.92 -3.85 17.16
Cl5 -4.92 -3.12 15.91

---

C5H10N2O | ωB97M-V with the def2-TZVPD basis set

net charge = 0
HOMO-LUMO gap = 0.347 Ha
LUMO level = 0.888 eV
structure (SMILES) = C=NC(=C)[C@@H](C)NO
relative energy (zero: lowest compared OMol25 entry of this formula, charge and spin) = 590.4 kJ/mol
HOMO level = -0.3145 Ha

Atoms and positions in Å:
C1 -1.54 1.85 -0.93
N1 -1.74 0.66 -0.55
C2 -0.25 -0.34 -0.57
C3 -0.14 -1.18 -1.57
C4 0.18 0.08 0.72
C5 -0.51 -0.49 1.93
N2 1.84 -0.60 0.68
O1 2.70 0.16 -0.17
H1 -0.53 2.29 -1.08
H2 -2.38 2.51 -1.20
H3 -0.89 -1.18 -2.35
H4 0.73 -1.80 -1.72
H5 0.45 1.14 0.80
H6 -0.81 -1.52 1.78
H7 0.16 -0.44 2.79
H8 -1.41 0.10 2.15
H9 1.87 -1.56 0.32
H10 2.27 0.33 -1.02

---

C5H8O | ωB97M-V with the def2-TZVPD basis set

net charge = 0
HOMO-LUMO gap (alpha / beta) = 0.301 / 0.315 Ha
LUMO level (alpha / beta) = -0.595 / 0.078 eV
relative energy (zero: lowest compared OMol25 entry of this formula, charge and spin) = 593.3 kJ/mol
HOMO level (alpha / beta) = -0.3224 / -0.3117 Ha

Atoms and positions in Å:
C1 0.20 1.75 1.14
C2 0.60 -0.44 -0.29
C3 -0.08 -1.63 0.32
O1 0.02 -2.80 -0.47
C4 -0.09 0.46 -1.06
C5 -0.65 1.54 -1.28
H1 -0.67 1.14 1.05
H2 0.97 1.86 0.41
H3 0.31 2.33 2.07
H4 1.67 -0.54 -0.46
H5 0.40 -1.89 1.27
H6 -1.14 -1.40 0.53
H7 -0.35 -2.60 -1.34
H8 -1.19 2.24 -1.89

---

C2H7N3 | ωB97M-V with the def2-TZVPD basis set

net charge = 0
HOMO-LUMO gap = 0.370 Ha
LUMO level = 0.813 eV
structure (SMILES) = [H]/N=C(\N)CN
relative energy (zero: lowest compared OMol25 entry of this formula, charge and spin) = 230.9 kJ/mol
HOMO level = -0.3405 Ha

Atoms and positions in Å:
H1 1.40 -2.00 0.52
N1 1.05 -1.07 0.64
C1 0.03 -0.58 -0.12
N2 -0.57 -1.15 -1.20
C2 -0.41 0.80 0.13
N3 0.48 1.76 0.88
H2 -0.43 -2.12 -1.23
H3 -1.24 -0.57 -1.81
H4 -1.44 0.91 0.62
H5 -0.71 1.40 -0.97
H6 1.50 1.19 0.86
H7 0.34 1.43 1.69